Molecular formula: C30H90O15
Method: DFT, ωB97M-V/def2-TZVPD

The geometry in XYZ format:
```
135
Properties=species:S:1:pos:R:3:forces:R:3
O -7.447 3.136 -3.846 -0.13 0.19 0.08
H -6.692 3.150 -4.433 0.27 0.03 -0.12
H -7.732 2.222 -3.843 -0.09 -0.23 0.04
O -4.565 2.314 -6.955 0.05 0.14 0.23
H -5.459 2.473 -7.258 -0.23 0.08 -0.12
H -4.299 1.511 -7.403 0.15 -0.21 -0.10
O -2.043 -1.864 -6.510 0.19 0.05 -0.16
H -2.898 -2.126 -6.850 -0.20 -0.11 -0.11
H -2.207 -1.643 -5.593 0.01 0.07 0.29
O -3.423 -2.629 2.676 0.08 -0.20 -0.13
H -2.980 -2.081 3.323 0.16 0.15 0.23
H -4.227 -2.151 2.467 -0.22 0.09 -0.08
O -0.946 5.383 3.920 -0.20 -0.18 -0.03
H -0.198 5.635 3.379 0.17 0.04 -0.18
H -0.828 5.872 4.735 0.00 0.13 0.23
C 4.189 1.508 8.564 -1.61 -1.52 -0.27
C 4.991 1.564 7.267 -2.74 -0.09 0.58
C 4.170 2.328 6.210 -0.16 -0.95 0.00
O 6.124 2.167 7.660 3.37 2.34 0.13
H 4.584 0.740 9.229 0.23 0.36 0.25
H 3.181 1.166 8.328 -0.21 -0.36 -0.07
H 3.975 2.442 9.084 0.84 0.24 -0.20
H 5.304 0.570 6.948 -0.82 -0.41 -0.37
H 3.916 3.342 6.517 0.59 0.19 -0.05
H 3.189 1.864 6.107 0.01 -0.32 0.03
H 4.615 2.241 5.219 0.20 0.51 -0.02
H 6.425 2.773 6.978 0.30 0.02 -0.01
C 4.965 -1.576 -8.500 -0.38 1.04 1.37
C 3.637 -1.020 -7.872 -0.60 -0.20 -2.79
C 3.300 0.378 -8.376 1.43 0.07 0.52
O 2.678 -1.863 -8.538 -0.25 -0.88 0.56
H 4.992 -2.645 -8.287 0.33 0.13 -0.01
H 5.803 -1.021 -8.079 0.25 -0.38 0.39
H 5.086 -1.399 -9.569 -0.75 -0.07 -0.07
H 3.556 -1.049 -6.786 0.33 -0.45 0.07
H 4.096 1.004 -7.974 -0.03 0.59 -0.21
H 2.347 0.787 -8.041 -0.07 -0.28 -0.03
H 3.377 0.337 -9.463 -0.20 0.28 0.06
H 1.789 -1.716 -8.209 -0.07 0.15 0.15
C -4.147 11.513 -3.441 -1.07 0.29 -0.32
C -4.689 10.268 -4.152 1.02 0.06 1.29
C -3.808 9.006 -3.820 -0.99 0.87 -1.33
O -6.035 10.110 -3.673 0.53 -0.17 -0.38
H -4.859 12.315 -3.632 -0.17 0.09 0.09
H -3.202 11.925 -3.795 0.23 -0.62 0.11
H -4.179 11.335 -2.366 0.39 0.03 0.02
H -4.733 10.442 -5.227 0.21 -0.06 -0.14
H -4.126 8.535 -2.890 0.18 0.18 0.00
H -2.749 9.261 -3.852 -0.03 -0.01 0.30
H -3.983 8.337 -4.663 0.09 -0.53 0.23
H -6.413 9.448 -4.256 -0.39 -0.13 0.14
C 5.853 -6.118 4.719 0.57 0.95 -0.40
C 5.335 -4.784 5.303 -2.16 -1.77 -0.94
C 3.953 -4.478 4.692 -0.87 0.48 -0.28
O 5.076 -5.066 6.674 0.37 0.71 0.18
H 5.119 -6.924 4.744 0.03 0.15 0.47
H 6.751 -6.322 5.300 0.05 -0.64 -0.05
H 6.172 -6.039 3.680 0.04 0.22 -0.11
H 6.059 -3.987 5.135 -0.03 0.16 0.18
H 3.917 -4.345 3.610 0.63 0.08 -0.11
H 3.386 -3.634 5.086 0.75 0.59 0.32
H 3.179 -5.228 4.852 0.61 -0.85 0.31
H 5.904 -5.420 7.008 0.00 -0.07 0.42
C -2.332 -0.886 7.702 0.41 -0.77 -0.05
C -2.746 0.417 7.060 -0.44 -0.34 1.02
C -2.481 1.598 7.996 0.09 0.35 -0.41
O -2.063 0.574 5.839 0.67 0.03 -0.33
H -3.177 -1.371 8.191 0.01 0.08 0.07
H -1.527 -0.796 8.431 0.01 0.27 0.05
H -1.953 -1.576 6.948 -0.16 -0.04 -0.14
H -3.798 0.292 6.803 -0.36 0.42 0.25
H -2.806 2.496 7.472 0.12 0.32 0.17
H -1.412 1.657 8.203 0.17 0.06 -0.35
H -2.920 1.621 8.993 -0.53 -0.51 -0.22
H -2.200 1.472 5.530 0.02 0.12 -0.10
C -4.709 -5.602 -4.127 -1.50 -1.66 0.53
C -5.803 -5.224 -3.046 1.19 -1.18 -1.33
C -5.675 -5.986 -1.740 -0.03 -0.38 -0.04
O -5.676 -3.889 -2.806 -0.54 2.70 0.45
H -4.880 -5.361 -5.176 -0.40 0.86 0.24
H -4.807 -6.686 -4.177 0.73 -0.37 0.11
H -3.694 -5.311 -3.857 -0.09 -0.04 0.28
H -6.810 -5.412 -3.419 0.01 0.21 -0.38
H -6.281 -5.500 -0.975 0.26 0.34 0.00
H -4.621 -6.006 -1.464 -0.04 -0.16 0.38
H -6.095 -6.991 -1.776 0.37 -0.23 -0.31
H -4.755 -3.664 -2.655 0.06 -0.06 0.06
C 2.575 -6.222 -2.492 -0.63 -1.23 -0.22
C 2.958 -7.271 -1.380 0.91 1.65 0.82
C 1.810 -7.582 -0.440 -1.01 -0.19 -0.13
O 3.585 -8.475 -1.770 -0.34 -0.42 -1.95
H 2.208 -5.276 -2.093 -0.03 -0.25 0.78
H 1.734 -6.608 -3.068 0.07 -0.05 -0.36
H 3.358 -5.877 -3.168 0.33 -0.71 0.05
H 3.755 -6.709 -0.894 -0.11 0.13 0.89
H 1.307 -6.701 -0.041 0.38 0.13 0.28
H 2.043 -8.305 0.342 0.59 0.43 0.32
H 0.994 -8.122 -0.921 0.04 0.04 -0.76
H 4.072 -8.912 -1.067 -0.20 0.48 0.28
C 8.849 -3.013 -3.607 -0.36 -0.45 0.44
C 8.183 -1.743 -3.134 1.58 0.47 2.66
C 7.790 -1.761 -1.626 -0.79 -1.45 -0.60
O 9.171 -0.715 -3.272 -0.86 1.50 -1.45
H 8.209 -3.887 -3.489 -0.08 -0.06 -0.25
H 9.693 -3.169 -2.935 0.18 -0.12 -0.03
H 9.243 -2.937 -4.621 -0.26 0.05 0.01
H 7.232 -1.481 -3.600 0.56 0.34 -0.83
H 7.324 -0.838 -1.282 0.31 0.08 -0.19
H 8.530 -2.131 -0.917 0.57 0.43 -0.25
H 7.032 -2.541 -1.556 -0.47 -0.03 0.17
H 9.994 -0.805 -2.786 -0.38 -0.76 0.30
C -1.567 2.026 -1.335 0.22 1.27 0.74
C -0.643 0.850 -1.650 1.63 0.29 0.45
C 0.606 0.710 -0.738 0.77 2.28 0.42
O -1.282 -0.352 -1.440 -1.54 -1.66 -0.58
H -2.350 1.757 -0.626 0.21 -0.29 0.20
H -2.102 2.604 -2.088 0.13 -0.84 -0.88
H -1.001 2.845 -0.890 0.27 -0.07 0.44
H -0.283 0.893 -2.678 -0.26 -0.13 -0.16
H 1.329 1.521 -0.829 0.05 0.40 -0.69
H 1.249 -0.167 -0.809 -0.77 -0.39 -0.34
H 0.359 0.913 0.304 -0.56 -0.64 0.31
H -1.285 -0.486 -0.489 -0.19 -0.24 0.08
C -6.851 4.254 3.421 0.83 0.36 -0.48
C -6.626 5.743 2.935 -0.51 -1.38 0.83
C -7.927 6.481 2.800 0.28 -0.44 0.37
O -5.804 6.394 3.879 0.33 0.32 -0.23
H -6.007 3.648 3.093 0.06 -0.11 -0.50
H -7.760 3.781 3.049 -0.03 0.16 0.02
H -6.756 4.120 4.498 -0.61 0.60 0.19
H -6.221 5.702 1.924 0.70 0.06 0.02
H -8.366 5.922 1.973 -0.86 0.51 0.09
H -7.797 7.541 2.582 0.05 -0.14 -0.21
H -8.461 6.379 3.744 -0.42 0.02 -0.20
H -5.009 5.865 3.981 0.20 0.05 0.08
```
Forces are in eV/Å.

Results
charge	0
energy	-63276.91433	eV
maximum force	4.1	eV/Å
frontier orbital gap	9.879	eV
energy relative to the best compared isomer or geometry (same formula, charge and spin)	616.83	kJ/mol
LUMO energy	-0.06	eV

---

Molecular formula: C30H90O29
Method: DFT, ωB97M-V/def2-TZVPD

The geometry in XYZ format:
```
149
Properties=species:S:1:pos:R:3:forces:R:3
C 4.891 -5.862 1.354 -0.68 1.80 0.23
C 4.058 -4.594 1.787 1.05 -0.58 0.75
O 3.109 -4.343 0.799 -1.12 -0.15 -0.72
H 5.768 -6.080 1.964 -0.24 0.11 0.24
H 5.253 -5.629 0.352 -0.08 -0.33 -0.12
H 4.194 -6.700 1.345 0.22 -0.05 -0.13
H 4.564 -3.640 1.936 1.15 -0.28 -0.10
H 3.556 -4.720 2.747 -0.06 -0.64 0.23
H 2.435 -3.825 1.247 -0.30 0.14 -0.41
C 0.408 0.919 0.050 -0.51 0.59 0.45
C -0.767 0.011 0.429 0.78 -0.16 0.50
O -0.412 -0.808 1.511 0.20 -1.27 0.62
O 0.788 1.719 1.166 -0.47 0.00 0.80
H 0.064 1.622 -0.709 0.27 -0.36 -0.67
H 1.294 0.330 -0.188 -0.32 -0.25 -0.69
H -0.957 -0.714 -0.363 -0.01 0.31 -0.32
H -1.708 0.502 0.674 0.09 0.61 -0.29
H -0.212 -0.345 2.328 -0.02 0.56 -0.27
H 1.596 2.196 0.964 0.01 -0.02 -0.10
C -6.926 1.566 -6.248 -0.90 0.14 1.30
C -7.009 0.523 -5.150 -0.59 -0.37 -0.48
O -5.712 0.321 -4.689 1.23 -0.19 0.61
O -6.346 1.096 -7.402 0.31 -0.44 -1.52
H -6.396 2.431 -5.849 0.17 0.19 0.13
H -7.934 1.899 -6.497 -0.05 -0.01 -0.12
H -7.352 -0.438 -5.531 -0.44 0.05 -0.51
H -7.690 0.769 -4.335 -0.10 0.54 0.05
H -5.707 -0.527 -4.240 0.31 -0.04 0.14
H -5.539 0.600 -7.243 0.09 0.08 0.41
C 7.004 0.484 -2.790 1.10 -0.27 -0.95
C 7.742 1.823 -3.132 -0.22 -1.88 0.44
O 6.881 2.782 -3.695 0.19 0.18 -0.09
O 6.606 -0.187 -4.009 -0.65 0.74 0.26
H 6.168 0.567 -2.096 0.00 0.42 -0.06
H 7.698 -0.264 -2.406 0.44 0.60 0.85
H 8.530 1.562 -3.838 0.02 -0.14 -0.17
H 8.281 2.185 -2.257 -0.36 0.24 0.28
H 7.200 2.869 -4.596 -0.45 0.27 -0.09
H 5.735 -0.534 -3.803 -0.09 -0.17 -0.46
C 4.235 6.517 2.306 -0.21 -1.64 0.02
C 4.758 6.221 0.890 0.95 0.35 -0.14
O 4.191 5.130 0.185 -1.33 -0.39 0.82
O 4.734 5.550 3.260 0.13 0.20 -0.54
H 3.146 6.481 2.283 -0.13 0.10 0.01
H 4.546 7.501 2.659 0.12 0.13 -0.44
H 5.828 6.018 0.938 0.23 0.40 0.29
H 4.597 7.132 0.314 0.07 0.25 -0.08
H 4.720 4.832 -0.559 0.32 0.36 0.19
H 4.037 5.231 3.839 -0.16 0.15 -0.14
C -5.282 -5.080 -5.673 0.39 -0.36 -0.94
C -4.532 -4.905 -4.371 -1.35 0.01 -0.02
O -5.428 -4.308 -3.438 0.38 0.50 0.33
O -6.492 -5.801 -5.454 0.10 0.28 0.33
H -4.694 -5.606 -6.426 0.42 -0.29 0.15
H -5.418 -4.101 -6.132 -0.62 0.29 0.23
H -3.732 -4.184 -4.539 0.22 -0.32 0.21
H -4.214 -5.868 -3.972 0.47 0.01 -0.13
H -6.144 -4.921 -3.256 -0.07 -0.14 -0.17
H -6.776 -6.218 -6.271 0.06 0.08 0.00
C 2.842 -4.951 -4.965 0.98 1.21 -0.54
C 4.129 -5.749 -4.966 -1.17 -1.36 -0.89
O 3.955 -6.822 -4.074 0.52 -0.89 1.16
O 2.945 -3.841 -4.097 -0.56 0.22 0.19
H 1.987 -5.590 -4.747 0.05 -0.16 0.17
H 2.695 -4.559 -5.972 -0.12 0.31 -0.01
H 5.066 -5.242 -4.737 -0.38 0.35 -0.02
H 4.164 -6.225 -5.946 0.63 0.38 -0.50
H 3.514 -7.520 -4.564 0.01 -0.08 0.26
H 2.864 -4.172 -3.200 0.05 0.03 0.22
C -4.985 -1.165 4.844 0.23 0.03 0.29
C -5.354 -2.359 3.961 0.05 1.95 0.18
O -6.592 -2.849 4.424 -0.08 -0.86 -0.16
O -4.444 -1.609 6.100 0.54 0.39 -0.14
H -5.832 -0.495 4.992 -0.49 -0.34 0.14
H -4.253 -0.474 4.427 0.47 -0.52 -0.15
H -4.496 -3.030 3.948 -0.25 -0.54 0.14
H -5.533 -2.006 2.945 0.01 -0.09 -0.06
H -6.536 -2.979 5.374 -0.07 -0.16 0.04
H -5.000 -2.205 6.606 -0.36 0.14 -0.26
C -2.126 -7.069 1.077 1.06 -1.10 0.61
C -3.250 -8.100 1.354 1.11 0.13 -0.63
O -2.762 -9.268 2.041 0.01 0.87 -0.42
O -0.999 -7.595 0.318 -1.19 -0.23 0.10
H -1.712 -6.819 2.053 -0.21 0.49 0.15
H -2.510 -6.196 0.549 -0.36 0.02 0.23
H -3.669 -8.352 0.380 -0.27 -0.30 0.00
H -3.995 -7.597 1.969 -0.13 0.15 -0.08
H -3.505 -9.867 2.140 -0.02 -0.06 0.01
H -0.266 -6.987 0.440 0.00 0.03 0.02
C -1.639 4.931 5.931 1.82 -1.10 1.21
C -0.303 4.819 6.827 -2.00 2.19 0.26
O 0.650 3.956 6.353 0.49 -1.10 -1.11
O -1.306 5.223 4.588 -0.58 0.05 0.39
H -2.414 5.587 6.329 0.54 0.63 -0.14
H -2.096 3.953 6.085 -0.21 -0.50 -0.63
H -0.554 4.535 7.848 -0.44 0.13 0.21
H 0.171 5.800 6.871 -0.05 0.10 -0.04
H 0.250 3.084 6.383 0.29 -0.42 -0.06
H -0.849 4.451 4.246 0.17 0.00 -0.12
C -0.463 0.581 -6.003 0.35 0.34 -1.32
C -0.389 0.345 -7.528 0.92 -0.57 0.49
O -1.595 -0.232 -7.992 -0.49 0.18 0.27
O -1.210 1.776 -5.680 0.56 -1.56 0.02
H 0.550 0.602 -5.601 0.04 0.78 -0.07
H -0.827 -0.356 -5.581 -0.79 0.13 0.23
H 0.429 -0.362 -7.672 0.18 -0.40 0.03
H -0.074 1.200 -8.128 -0.38 0.52 0.32
H -1.575 -0.331 -8.947 0.09 0.08 -0.01
H -2.086 1.503 -5.963 -0.50 0.49 0.08
C 8.504 1.387 3.411 0.75 0.42 1.24
C 9.505 0.299 3.051 -0.70 -0.29 -0.75
O 8.931 -0.974 2.833 -0.23 -0.31 0.17
O 7.662 1.735 2.369 -0.20 -0.12 -1.49
H 9.152 2.205 3.727 0.09 0.60 -0.10
H 7.882 1.207 4.288 0.19 -0.76 0.36
H 10.313 0.208 3.777 -0.02 0.38 0.26
H 9.944 0.539 2.082 0.11 0.32 0.06
H 8.579 -1.261 3.679 -0.14 -0.22 0.01
H 6.986 2.362 2.638 0.12 0.01 0.23
C -0.634 7.547 -2.044 1.46 -0.14 1.00
C -0.906 8.701 -1.062 0.19 -0.08 -1.90
O -1.498 9.738 -1.804 -0.59 0.80 -0.08
O -1.808 6.942 -2.497 -1.06 -0.26 0.23
H 0.025 6.857 -1.518 -0.08 -0.55 0.24
H -0.066 7.809 -2.937 0.22 0.94 0.19
H 0.036 9.140 -0.733 0.05 -0.45 0.35
H -1.552 8.414 -0.231 0.17 -0.32 0.15
H -2.213 9.343 -2.308 -0.22 0.06 -0.10
H -1.550 6.273 -3.135 -0.18 -0.05 -0.07
C 0.831 -2.320 9.148 -0.99 -0.75 -0.83
C 0.835 -2.162 7.563 0.09 -0.54 2.92
O 0.180 -0.982 7.210 -0.13 -0.10 -0.60
O -0.541 -2.528 9.684 1.49 0.97 -0.38
H 1.250 -1.465 9.677 -0.38 0.16 -0.21
H 1.460 -3.174 9.401 -0.05 -0.25 0.06
H 0.301 -3.059 7.251 -0.02 -0.10 -0.61
H 1.862 -2.208 7.198 -0.09 0.29 -0.11
H -0.739 -1.216 7.359 -0.37 0.58 -0.02
H -1.015 -3.241 9.250 0.40 -0.23 -0.26
C -5.638 3.780 0.470 0.58 -0.42 -1.04
C -6.405 4.772 -0.382 0.00 -0.74 -0.68
O -5.754 6.016 -0.559 -0.22 0.45 0.76
O -5.601 4.158 1.779 0.11 0.72 2.27
H -4.612 3.683 0.115 0.27 -0.01 -0.53
H -6.019 2.759 0.502 -0.54 0.09 -0.59
H -7.361 4.943 0.112 0.05 0.34 -0.06
H -6.605 4.336 -1.361 -0.13 -0.20 -0.16
H -4.945 5.961 -1.073 0.01 -0.41 -0.11
H -5.019 4.917 1.862 -0.06 0.18 0.13
```
Forces are in eV/Å.

Results
charge	0
energy	-91935.16081	eV
maximum force	3.0	eV/Å
frontier orbital gap	9.772	eV
energy relative to the best compared isomer or geometry (same formula, charge and spin)	516.92	kJ/mol
LUMO energy	-0.06	eV

---

The lowest maximum force belongs to which entry? C30H90O29

---

Among the records above, which one has the lowest maximum force? C30H90O29

---

Number 1 is which compound? C30H90O15